[1]
2 unconnected molecules or ions with the total composition CH2INO, computed with ωB97M-V/def2-TZVPD.

```
6
Properties=species:S:1:pos:R:3:forces:R:3
C -1.4404 -0.0830 -0.1003 1.100 -3.316 -0.525
N -1.3898 1.0326 0.0864 -0.362 2.218 0.334
O 0.8970 -1.1886 -0.0833 0.175 -1.272 -0.123
I 2.0699 0.1704 0.2425 1.633 -1.219 0.199
H -1.0948 -1.1350 -0.2598 -0.935 1.333 0.197
H 0.9581 1.2036 0.1145 -1.611 2.255 -0.083
```
Positions in Å, forces in eV/Å.

Electronic energy   -12703.0755 eV
Multiplicity   1
HOMO-LUMO gap   8.9 eV
Relative energy (zero: lowest compared OMol25 entry of this formula, charge and spin)   483.5 kJ/mol

Here are the natural (NBO) charges for atoms 1 to 4, given in e:
1. C 0.10
2. N -0.40
3. O -1.07
4. I 1.02

---

[2]
7 unconnected molecules or ions with the total composition C13H42N10O7, computed with ωB97M-V/def2-TZVPD.

```
72
Properties=species:S:1:pos:R:3:forces:R:3
C -0.5018 0.4870 1.1425 1.331 0.701 0.408
O -1.5002 -0.4821 1.1979 -0.502 -0.308 -0.560
H 0.4170 0.1330 0.6751 0.155 -0.412 -0.006
H -0.7556 1.3585 0.5389 -0.443 0.202 0.217
H -0.2652 0.7589 2.1712 -0.005 0.269 -0.064
H -1.8729 -0.4650 0.3134 -0.452 -0.434 -0.233
C -0.9637 -0.2425 -2.2258 -0.646 -0.101 -1.880
O -1.1528 0.9451 -2.3238 -1.018 2.449 0.449
N 0.2228 -0.7670 -2.2159 4.029 -0.538 0.768
N -1.8479 -1.2098 -2.3869 -3.640 -1.548 0.480
H 0.3262 -1.7506 -2.0114 0.557 0.230 -0.185
H 0.9883 -0.1273 -2.3739 0.069 -0.477 0.418
H -2.8153 -1.0574 -2.6340 0.245 0.427 0.317
H -1.5655 -2.1769 -2.3149 0.229 -0.012 -0.276
C -4.4855 -2.7170 1.4344 -6.692 -2.032 -1.432
O -5.6031 -3.1380 1.1180 -1.300 1.438 0.113
N -4.0928 -1.5962 1.8925 0.415 4.953 1.669
N -3.5591 -3.5518 1.3559 7.112 -4.692 -0.491
H -4.7703 -0.8993 2.1670 0.456 0.033 -0.248
H -3.0942 -1.4487 1.8584 -0.411 1.011 0.481
H -2.6777 -3.2039 1.7056 0.380 -1.161 -0.224
H -3.6839 -4.4864 0.9941 -0.023 0.464 0.194
C 4.0283 0.2887 3.3312 -0.593 -1.299 -0.231
O 4.4288 -0.7599 3.7913 0.266 -0.443 0.841
N 4.7636 1.0535 2.5226 1.523 1.277 -0.922
N 2.7495 0.7313 3.4658 -0.554 0.458 0.115
H 4.3628 1.8353 2.0244 -0.017 -0.048 0.126
H 5.7633 0.9129 2.4912 -0.375 -0.149 0.017
H 2.5003 1.4924 2.8504 -0.474 -0.134 0.291
H 2.0670 0.1349 3.9115 0.232 0.226 -0.248
C -4.3349 2.7247 -1.5795 -7.593 2.700 -1.040
O -5.4879 3.0648 -1.3149 -0.987 -0.572 0.261
N -3.4149 2.7607 -0.7396 7.136 -0.822 5.320
N -3.9135 2.5857 -2.7897 2.718 -1.673 -5.175
H -2.5164 2.4974 -1.1184 0.332 -0.033 0.567
H -3.4551 2.7872 0.2692 -0.796 0.061 -0.495
H -2.9870 2.1913 -2.8682 0.111 -0.040 -0.384
H -4.3963 2.5774 -3.6768 -0.706 0.174 0.920
C 4.4614 4.3873 0.4846 -0.024 0.243 -0.211
C 2.9562 4.0826 0.2806 0.991 -1.020 -0.626
C 2.4604 4.3547 -1.1845 -1.476 -0.095 2.250
O 1.0074 4.0883 -1.3248 1.524 -0.222 -1.131
C 0.0722 4.9196 -0.6949 0.514 -0.003 2.281
N 2.8460 2.6219 0.6801 -0.442 2.008 0.159
H 5.1328 3.9959 -0.2797 -0.323 -0.418 -0.369
H 4.7644 3.8940 1.4081 0.018 0.358 0.119
H 4.7422 5.4402 0.5119 -0.386 0.133 0.252
H 2.3860 4.7260 0.9507 -0.100 -0.333 0.212
H 2.9857 3.6656 -1.8459 -0.282 0.249 -0.289
H 2.7012 5.4064 -1.3397 -0.146 0.083 -0.669
H -0.9697 4.6203 -0.8093 0.214 -0.073 -1.167
H 0.2103 5.9991 -0.7555 0.057 0.102 -0.886
H 0.1604 4.7569 0.3793 0.174 0.033 0.629
H 1.8585 2.4108 0.6976 -0.133 -0.504 -0.414
H 3.3187 2.1148 -0.0544 -0.269 -0.466 -0.149
C -0.8826 -5.8441 -0.8772 0.212 -0.721 1.841
C -0.4296 -4.4126 -0.9058 -0.941 0.105 -1.194
C 1.0720 -4.1873 -0.5997 -1.271 0.240 0.271
O 1.2898 -2.9039 -0.0221 0.661 -0.458 0.550
C 1.1687 -2.7245 1.4540 -0.530 -0.685 -2.477
N -0.7436 -3.9760 -2.3085 0.837 0.472 0.283
H -0.0635 -6.4826 -1.2083 -0.276 -0.302 -0.310
H -1.8283 -6.0369 -1.3836 0.273 0.104 -0.392
H -1.1072 -6.1175 0.1538 0.255 -0.336 0.255
H -1.0480 -3.8084 -0.2420 0.108 0.135 0.122
H 1.5636 -4.2496 -1.5705 0.410 0.393 0.025
H 1.4589 -5.0298 -0.0264 0.078 0.131 0.496
H 0.1238 -2.9402 1.6770 -0.090 0.431 0.413
H 1.4406 -1.6711 1.5223 -0.091 -0.315 0.687
H 1.7795 -3.4198 2.0299 0.392 0.217 -0.201
H -0.1499 -4.5715 -2.8680 0.511 0.206 -0.515
H -1.6427 -4.3494 -2.5776 -0.519 0.162 0.278
```
Positions in Å, forces in eV/Å.

Electronic energy   -43395.1752 eV
Structure (SMILES)   COC[C@H](C)N.COC[C@H](C)N.NC(N)=O.NC(N)=O.NC(N)=O.NC(N)=O.CO
Multiplicity   1
HOMO-LUMO gap   9.2 eV

Here are the Mulliken charges for atoms 1 to 4, given in e:
1. C -0.77
2. O -0.52
3. H 0.19
4. H 0.18

---

[3]
A molecular structure, C24H41GdNP2, computed with ωB97M-V/def2-TZVPD.

```
69
Properties=species:S:1:pos:R:3:forces:R:3
Gd 1.6473 -0.5755 1.2907 0.781 -0.720 -0.791
C -0.3928 -0.6708 2.8847 0.815 -0.953 0.388
C -0.2698 -1.9337 2.2064 0.458 0.069 1.225
C 1.6087 -1.6375 3.5423 -1.368 0.080 -0.065
C 0.7855 -0.4762 3.6767 -0.813 -1.139 -0.074
C 0.9601 -2.5447 2.6425 -0.522 0.880 0.861
C -1.5940 0.2067 2.9374 -0.398 0.376 -0.177
H -1.4753 1.1552 2.3903 -0.102 -0.217 0.278
H -1.8393 0.4830 3.9716 0.042 -0.169 -0.206
H -2.4619 -0.3146 2.5113 0.109 0.213 0.112
C 1.0037 0.6814 4.5781 0.178 0.486 0.352
H 0.0373 1.0607 4.9387 0.308 -0.058 0.023
H 1.5110 1.5016 4.0585 -0.122 -0.053 0.288
H 1.6196 0.4065 5.4449 -0.211 0.076 -0.164
C 2.9223 -1.8178 4.2085 0.216 -0.174 0.220
H 2.8633 -1.4354 5.2371 0.201 -0.125 -0.268
H 3.7395 -1.2811 3.6978 -0.063 -0.099 0.151
H 3.1781 -2.8818 4.2433 0.130 0.210 0.068
C 1.4986 -3.8677 2.2232 0.066 -0.319 -0.115
H 1.9588 -4.4021 3.0732 -0.180 0.210 -0.401
H 2.2672 -3.7868 1.4302 -0.155 -0.142 0.156
H 0.6776 -4.4798 1.8336 0.295 -0.056 0.013
C -1.2545 -2.5716 1.2883 -0.257 -0.361 -0.446
H -1.3347 -3.6507 1.4850 -0.106 0.291 0.026
H -0.9482 -2.4870 0.2306 -0.144 -0.129 0.314
H -2.2587 -2.1334 1.3776 0.265 -0.125 0.007
C -2.0982 2.7780 0.2439 -0.556 0.440 0.287
C -3.1712 1.9887 0.2023 0.176 0.730 0.024
C -3.2646 0.7628 -0.6469 -0.346 -0.413 0.001
C -2.8522 0.9577 -2.1275 -0.535 -0.039 -0.722
C -1.4821 0.3474 -2.5197 0.185 -0.238 1.127
C -0.6545 -0.0596 -1.2972 1.024 -0.802 -0.708
C -0.3396 0.9481 -0.1820 -0.338 0.712 0.294
C -0.7535 2.4331 -0.3140 0.456 0.049 0.447
H -4.3069 0.4373 -0.6440 0.048 0.020 -0.014
H -2.9191 2.0111 -2.4226 -0.060 -0.111 0.341
H -2.7146 -0.0703 -0.1828 -0.169 0.189 -0.218
H -0.6132 2.8121 -1.3390 -0.008 -0.113 0.335
H -2.1440 3.7437 0.7728 -0.068 -0.608 -0.112
H -4.0634 2.2663 0.7654 0.199 0.049 -0.201
H -0.0182 2.9806 0.3089 -0.260 -0.111 -0.422
H -0.7587 0.5430 0.7585 0.252 0.459 -0.435
H -1.0388 -1.0183 -0.9136 0.181 0.609 -0.064
H 0.7735 1.0755 0.0086 -1.078 -0.063 -0.617
H -3.6193 0.4520 -2.7408 0.338 0.225 0.147
H -1.7040 -0.5826 -3.0892 0.461 0.531 0.151
P -0.2914 1.2983 -3.5463 -1.419 -0.645 -1.066
C -0.7011 3.0661 -3.6999 0.465 0.524 0.021
C -0.4941 0.6595 -5.2413 0.365 0.057 -0.079
P 1.2773 -0.5536 -1.6806 -2.877 -1.195 2.681
C 1.3404 0.7774 -2.9705 0.947 0.748 -0.299
C 1.1230 -2.1298 -2.5566 0.695 -0.137 -0.444
C 2.9798 -0.4299 -0.9550 2.333 0.426 -1.775
H 0.1350 3.6855 -3.3552 -0.148 -0.095 -0.010
H -1.5897 3.3501 -3.1232 0.266 -0.273 -0.062
H -0.8885 3.3322 -4.7493 0.112 -0.326 0.228
H 0.0515 1.3112 -5.9403 -0.119 -0.277 0.159
H -1.5531 0.6444 -5.5327 0.246 0.074 0.215
H -0.0883 -0.3609 -5.3051 -0.158 0.287 0.019
H 3.7057 -0.2581 -1.7619 0.481 0.081 0.282
H 3.2883 -1.3676 -0.4420 -0.323 0.344 -0.467
H 3.1051 0.4494 -0.2685 -0.167 -0.376 -0.605
H 1.9133 1.6430 -2.6112 -0.089 -0.116 -0.027
H 1.8954 0.3530 -3.8204 -0.117 0.343 0.035
H 1.6054 -2.9283 -1.9718 -0.147 0.280 -0.265
H 1.6262 -2.0562 -3.5347 -0.224 -0.326 0.154
H 0.0616 -2.3873 -2.6982 0.394 0.190 0.077
N 2.5438 2.8321 1.9860 -0.649 -2.318 -0.620
C 2.2477 1.7162 1.7349 0.812 3.163 0.427
```
Positions in Å, forces in eV/Å.

Electronic energy   -66445.4182 eV
Multiplicity   8
Charge   +1
HOMO-LUMO gap (alpha / beta)   6.3 / 5.8 eV
Relative energy (zero: lowest compared OMol25 entry of this formula, charge and spin)   234.9 kJ/mol

Here are the Mulliken charges for atoms 1 to 4, given in e:
1. Gd 0.08
2. C 0.78
3. C 1.06
4. C 0.45